No. 1
Entry from OMol25: C16H32N3NaO2Si as an isolated structure (ωB97M-V with the def2-TZVPD basis set).

XYZ file:
```
55
Properties=species:S:1:pos:R:3:nbo_charge:R:1
Na -1.327 -2.129 -1.187 0.866
N -4.361 -6.562 2.602 -0.852
C -3.539 -5.572 1.927 -0.156
C -4.080 -4.820 0.852 -0.262
C -3.372 -3.818 0.257 -0.170
N -1.967 -3.635 0.539 -0.622
C -1.754 -3.935 1.942 -0.205
C -2.426 -4.959 2.546 -0.280
H -3.885 -7.452 2.679 0.333
H -4.581 -6.271 3.555 0.314
H -5.118 -4.985 0.566 0.184
H -3.825 -3.159 -0.482 0.151
H -1.050 -3.310 2.486 0.156
H -2.174 -5.221 3.578 0.166
C 1.187 -4.003 0.531 -0.249
O 0.242 -3.552 -0.407 -0.682
C -1.105 -4.275 -0.492 -0.035
C -0.889 -5.756 -0.284 -0.714
H 0.764 -4.136 1.530 0.178
H 1.993 -3.261 0.585 0.149
H 1.640 -4.958 0.228 0.145
H -0.541 -6.043 0.722 0.168
H -0.178 -6.140 -1.025 0.179
H -1.847 -6.254 -0.438 0.225
C 1.142 2.142 0.518 -0.441
N 0.296 1.019 0.120 -0.416
C 0.419 -0.273 0.782 -0.416
C -0.496 1.100 -0.962 0.698
C -0.582 2.432 -1.651 -0.736
O -1.144 0.123 -1.363 -0.737
H 1.805 1.806 1.312 0.197
H 0.541 2.970 0.907 0.188
H 1.744 2.534 -0.310 0.271
H 0.945 -0.138 1.723 0.196
H 0.963 -0.995 0.168 0.214
H -0.564 -0.697 0.992 0.226
H 0.401 2.799 -1.967 0.288
H -0.969 3.193 -0.969 0.223
H -1.250 2.336 -2.502 0.225
C 3.153 7.283 -2.054 -1.122
Si 2.464 5.615 -1.380 1.615
C 0.627 6.037 -1.108 -1.108
C 3.254 5.537 0.352 -1.106
C 2.695 4.097 -2.268 -1.515
H 2.939 8.134 -1.394 0.194
H 2.719 7.495 -3.036 0.210
H 4.238 7.217 -2.185 0.209
H 0.500 7.034 -0.673 0.204
H 0.149 5.312 -0.445 0.212
H 0.085 6.016 -2.059 0.217
H 3.187 6.492 0.883 0.202
H 4.313 5.273 0.269 0.215
H 2.773 4.768 0.963 0.214
H 3.691 3.649 -2.275 0.199
H 2.153 3.897 -3.195 0.197
```

Values from the calculation:
- largest force on an atom (eV/A) = 0.21
- HOMO (eV) = 0.7
- net charge = -2
- multiplicity = 1
- ΔE to the lowest compared entry with this formula, charge and spin (eV) = 0.000
- Kohn-Sham gap (Eh) = 0.1093
- E_tot (eV) = -37966.7808

=====

No. 2
Entry from OMol25: C29H47IN5O3P2S2SeTc as an isolated structure (ωB97M-V with the def2-TZVPD basis set).

XYZ file:
```
91
Properties=species:S:1:pos:R:3:lowdin_charge:R:1
Tc -0.767 -0.314 0.249 0.690
C 3.488 3.440 2.033 -0.065
C 2.120 3.057 2.555 -0.309
O 1.129 3.799 1.822 -0.333
P -0.366 3.231 1.702 -0.099
S -0.317 1.963 0.093 0.339
S -1.139 2.626 3.379 0.383
O -1.070 4.465 0.976 -0.370
C -1.437 5.653 1.711 -0.286
C -2.836 6.052 1.292 -0.070
H 4.251 2.886 2.579 0.081
H 3.655 4.508 2.168 0.082
H 3.571 3.203 0.971 0.069
H 2.018 3.306 3.613 0.115
H 1.942 1.984 2.431 0.077
H -0.710 6.427 1.462 0.121
H -1.391 5.449 2.782 0.087
H -2.860 6.272 0.225 0.075
H -3.162 6.930 1.849 0.081
H -3.524 5.232 1.498 0.079
C -2.978 -0.317 7.632 -0.044
C -2.218 -0.355 6.337 -0.259
C -0.831 -0.330 6.311 -0.007
C -0.108 -0.427 5.130 -0.320
C 1.394 -0.370 5.163 -0.089
C -0.808 -0.553 3.922 -0.540
Se 0.281 -0.832 2.352 0.767
C -2.203 -0.523 3.917 -0.340
C -2.999 -0.596 2.650 -0.079
C -2.886 -0.432 5.122 -0.014
H -2.349 0.036 8.447 0.077
H -3.331 -1.319 7.884 0.086
H -3.852 0.331 7.559 0.081
H -0.289 -0.227 7.244 0.119
H 1.756 -0.274 6.185 0.081
H 1.743 0.489 4.585 0.061
H 1.830 -1.266 4.719 0.063
H -2.559 0.056 1.880 0.018
H -4.022 -0.262 2.815 0.090
H -3.029 -1.622 2.281 0.073
H -3.971 -0.419 5.107 0.122
C 1.383 2.738 -4.451 -0.079
N 1.352 1.694 -3.423 -0.272
C 2.306 1.915 -2.337 -0.079
P 0.010 0.762 -3.342 0.665
O 0.279 -0.470 -2.426 -0.212
N -1.397 1.533 -3.033 -0.324
C -2.606 0.747 -2.831 -0.094
C -1.573 2.976 -2.964 -0.095
N -0.225 0.020 -4.791 -0.284
C -1.123 0.525 -5.821 -0.087
C 0.779 -0.924 -5.280 -0.076
H 1.251 3.730 -4.014 0.090
H 0.598 2.574 -5.189 0.077
H 2.348 2.716 -4.959 0.098
H 2.083 2.828 -1.784 0.078
H 3.303 1.999 -2.775 0.098
H 2.294 1.079 -1.640 0.072
H -2.378 -0.318 -2.879 0.079
H -3.355 0.975 -3.595 0.097
H -3.041 0.990 -1.856 0.081
H -0.611 3.473 -2.894 0.067
H -2.133 3.235 -2.065 0.079
H -2.114 3.347 -3.840 0.096
H -1.736 1.334 -5.431 0.071
H -1.781 -0.275 -6.166 0.096
H -0.560 0.896 -6.681 0.090
H 1.517 -1.117 -4.506 0.066
H 1.294 -0.522 -6.155 0.094
H 0.298 -1.864 -5.558 0.098
I -5.099 -4.399 -1.502 0.900
C -3.351 -3.572 -0.750 -0.751
C -2.190 -4.235 -0.415 -0.106
N -1.320 -3.299 -0.006 0.040
N -1.848 -2.069 -0.058 -0.161
C -3.092 -2.221 -0.507 -0.191
H -1.959 -5.286 -0.438 0.131
H -0.365 -3.406 0.310 0.146
H -3.769 -1.391 -0.623 0.115
C 0.526 -0.896 -1.066 -0.305
C 1.500 -1.972 -1.104 -0.253
C 2.259 -2.269 0.038 -0.082
C 3.067 -3.389 0.083 -0.059
C 3.149 -4.241 -1.012 -0.064
C 2.437 -3.938 -2.164 -0.066
C 1.632 -2.814 -2.218 -0.035
H 2.223 -1.601 0.887 0.028
H 3.635 -3.605 0.979 0.114
H 3.760 -5.132 -0.967 0.110
H 2.503 -4.590 -3.025 0.110
H 1.069 -2.608 -3.119 0.091
```

Values from the calculation:
- largest force on an atom (eV/A) = 2.06
- HOMO (alpha / beta) (eV) = -9.3 / -9.6
- net charge = +1
- multiplicity = 2
- ΔE to the lowest compared entry with this formula, charge and spin (eV) = 3.078
- Kohn-Sham gap (alpha / beta) (Eh) = 0.2294 / 0.2368
- <S²> = 0.914
- E_tot (eV) = -160319.5055

=====

No. 3
Entry from OMol25: a 4-piece molecular cluster, C23H36BN4O4 overall (ωB97M-V with the def2-TZVPD basis set).

XYZ file:
```
68
Properties=species:S:1:pos:R:3:nbo_charge:R:1
C 5.227 -2.936 -1.138 -0.644
C 5.367 -1.500 -1.632 -0.065
O 4.251 -1.093 -2.414 -0.541
C 3.288 -0.371 -1.693 -0.102
C 2.011 -0.264 -2.528 -0.074
O 1.687 -1.401 -3.286 -0.503
C 1.549 -2.590 -2.561 -0.094
C 0.460 -2.605 -1.499 -0.098
O -0.761 -2.103 -2.081 -0.531
C -1.923 -2.463 -1.431 0.105
N -2.662 -1.216 -0.966 -0.786
B -1.761 0.048 -1.213 1.149
C -0.938 0.624 -0.034 -1.066
O -1.923 0.526 -2.461 -0.883
H 4.723 -3.520 -1.915 0.213
H 4.653 -2.997 -0.210 0.201
H 6.208 -3.389 -0.982 0.227
H 5.490 -0.806 -0.792 0.172
H 6.247 -1.398 -2.268 0.194
H 3.640 0.655 -1.500 0.195
H 3.099 -0.823 -0.706 0.156
H 1.186 0.007 -1.848 0.131
H 2.116 0.549 -3.251 0.204
H 1.318 -3.364 -3.297 0.206
H 2.493 -2.868 -2.074 0.196
H 0.306 -3.654 -1.217 0.194
H 0.716 -2.026 -0.603 0.178
H -2.594 -3.018 -2.090 0.203
H -1.750 -3.053 -0.526 0.216
H -3.535 -1.102 -1.482 0.445
H -2.889 -1.325 0.023 0.445
H 0.088 0.242 -0.029 0.275
H -1.377 0.433 0.951 0.253
H -0.862 1.710 -0.163 0.279
H -1.134 0.814 -2.925 0.536
N 2.902 3.020 0.621 -0.433
C 1.888 3.088 -0.236 0.020
C 1.204 4.253 -0.539 -0.264
C 1.598 5.425 0.088 -0.149
C 2.655 5.375 0.980 -0.237
C 3.272 4.155 1.213 0.038
H 1.613 2.146 -0.703 0.162
H 0.384 4.245 -1.246 0.212
H 1.086 6.356 -0.113 0.224
H 2.992 6.263 1.497 0.229
H 4.100 4.080 1.908 0.199
N -0.479 5.207 2.618 -0.416
C -0.804 3.917 2.614 0.029
C -2.110 3.458 2.693 -0.271
C -3.136 4.387 2.777 -0.169
C -2.811 5.733 2.780 -0.254
C -1.471 6.089 2.701 0.040
H 0.028 3.220 2.553 0.195
H -2.317 2.395 2.701 0.205
H -4.168 4.070 2.847 0.218
H -3.575 6.495 2.850 0.227
H -1.179 7.133 2.705 0.198
N -2.786 -3.851 1.621 -0.471
C -3.914 -3.609 2.292 0.023
C -4.968 -4.506 2.373 -0.248
C -4.853 -5.724 1.722 -0.149
C -3.687 -5.996 1.023 -0.247
C -2.691 -5.034 1.009 0.017
H -3.969 -2.653 2.801 0.195
H -5.854 -4.255 2.939 0.234
H -5.654 -6.450 1.763 0.233
H -3.548 -6.934 0.504 0.234
H -1.759 -5.221 0.486 0.189
```

Values from the calculation:
- largest force on an atom (eV/A) = 0.87
- HOMO (eV) = -11.5
- net charge = +1
- multiplicity = 1
- Kohn-Sham gap (Eh) = 0.3220
- E_tot (eV) = -39255.6983

=====

No. 4
Entry from OMol25: a 2-piece molecular cluster, C4H11O overall (ωB97M-V with the def2-TZVPD basis set).

XYZ file:
```
16
Properties=species:S:1:pos:R:3:nbo_charge:R:1
C -0.504 1.830 -2.223 -0.182
O 0.137 0.656 -2.150 -0.974
H -0.083 2.545 -2.955 0.072
H -0.512 2.430 -1.260 0.054
H -1.596 1.797 -2.492 0.063
C -1.001 -1.138 1.221 -0.607
C 0.524 -1.373 1.235 -0.390
C 1.265 -0.193 0.620 -0.649
H -1.500 -1.614 0.382 0.209
H -1.466 -1.471 2.152 0.175
H -1.198 -0.071 1.132 0.213
H 0.831 -1.484 2.280 0.165
H 0.758 -2.289 0.698 0.186
H 2.342 -0.370 0.538 0.178
H 1.105 0.711 1.222 0.176
H 0.899 0.033 -0.399 0.311
```

Values from the calculation:
- largest force on an atom (eV/A) = 0.64
- HOMO (eV) = -2.1
- net charge = -1
- multiplicity = 1
- ΔE to the lowest compared entry with this formula, charge and spin (eV) = 0.223
- Kohn-Sham gap (Eh) = 0.2299
- E_tot (eV) = -6372.9892

=====

No. 5
Entry from OMol25: C22H24FN3O3 as an isolated structure (ωB97M-V with the def2-TZVPD basis set).

XYZ file:
```
53
Properties=species:S:1:pos:R:3:nbo_charge:R:1
O -0.615 0.844 -1.656 -0.642
C 0.169 1.472 -2.351 0.658
C 0.229 2.949 -2.395 -0.354
C -0.263 3.720 -1.427 0.137
C -0.156 5.229 -1.413 -0.453
C -1.170 5.671 -0.354 -0.396
C -1.087 4.547 0.680 -0.405
C -0.987 3.279 -0.176 -0.454
N 1.085 0.839 -3.154 -0.609
C 1.378 -0.562 -2.919 -0.249
C 2.296 -0.718 -1.743 0.270
C 2.666 -2.038 -1.035 -0.421
C 3.197 -1.033 0.015 0.106
N 3.518 -1.476 1.360 -0.635
C 4.134 -0.549 2.207 0.665
O 5.294 -0.647 2.558 -0.585
C 3.313 0.590 2.642 0.021
C 1.961 0.788 2.660 -0.218
C 1.755 2.082 3.226 -0.201
C 0.633 2.864 3.510 0.439
F -0.584 2.373 3.210 -0.321
C 0.753 4.103 4.073 -0.326
C 2.035 4.603 4.376 -0.179
C 3.178 3.882 4.120 -0.283
C 3.021 2.617 3.543 0.240
N 3.952 1.688 3.175 -0.519
C 4.293 -0.338 -0.804 -0.098
O 3.593 -0.148 -2.044 -0.544
C 1.986 -0.145 -0.350 -0.431
H 0.743 3.405 -3.236 0.203
H 0.853 5.504 -1.087 0.219
H -0.309 5.668 -2.399 0.222
H -0.953 6.658 0.056 0.211
H -2.173 5.703 -0.789 0.198
H -0.179 4.668 1.279 0.199
H -1.931 4.524 1.367 0.215
H -1.980 2.918 -0.456 0.237
H -0.497 2.440 0.315 0.242
H 1.848 1.400 -3.498 0.396
H 0.441 -1.080 -2.726 0.238
H 1.842 -0.987 -3.810 0.214
H 1.796 -2.583 -0.674 0.221
H 3.384 -2.691 -1.532 0.209
H 4.138 -2.279 1.305 0.390
H 1.212 0.091 2.329 0.244
H -0.136 4.684 4.278 0.232
H 2.115 5.585 4.822 0.218
H 4.156 4.277 4.357 0.220
H 4.946 1.722 3.321 0.433
H 4.592 0.624 -0.380 0.183
H 5.178 -0.961 -0.954 0.184
H 2.076 0.933 -0.222 0.220
H 1.046 -0.519 0.047 0.235
```

Values from the calculation:
- largest force on an atom (eV/A) = 0.42
- HOMO (eV) = -8.4
- multiplicity = 1
- ΔE to the lowest compared entry with this formula, charge and spin (eV) = 2.188
- Kohn-Sham gap (Eh) = 0.3174
- E_tot (eV) = -36533.9414

=====

No. 6
Entry from OMol25: C33H35ClN4O5S4Sn as an isolated structure (ωB97M-V with the def2-TZVPD basis set).

XYZ file:
```
83
Properties=species:S:1:pos:R:3:lowdin_charge:R:1
Sn 0.303 -1.914 0.171 1.518
S -0.998 -2.086 -5.114 0.586
C -1.365 -1.948 -3.475 -1.690
S -1.151 -0.314 -3.911 0.637
S -1.822 -2.993 -2.309 0.643
Cl 3.354 -5.997 6.061 0.670
C 2.634 -5.281 4.689 -0.716
C 2.231 -6.174 3.679 -0.104
C 1.692 -5.734 2.483 -0.004
C 1.402 -4.345 2.256 -0.311
O 0.864 -3.951 1.145 -0.247
C 1.762 -3.407 3.404 -0.109
C 1.483 -2.025 3.282 -0.186
O 0.675 -1.535 2.470 -0.185
C 2.423 -3.915 4.568 -0.053
H 2.394 -7.217 3.896 0.095
H 1.465 -6.373 1.650 0.107
H 2.001 -1.320 3.955 0.140
H 2.714 -3.244 5.363 0.109
C -2.509 -2.591 1.980 -0.157
C -3.842 -2.322 2.751 -0.161
N -4.396 -0.974 2.492 -0.149
C -4.563 -0.871 1.005 -0.147
C -3.212 -1.080 0.247 -0.173
N -2.057 -1.414 1.167 -0.234
C -1.974 -0.252 2.143 -0.146
C -3.332 0.005 2.879 -0.147
H -2.699 -3.382 1.242 0.116
H -1.697 -2.904 2.639 0.107
H -3.701 -2.411 3.848 0.119
H -4.620 -3.052 2.422 0.120
H -5.008 0.132 0.791 0.119
H -5.264 -1.647 0.655 0.112
H -2.924 -0.201 -0.378 0.104
H -3.338 -1.928 -0.452 0.045
H -1.674 0.657 1.578 0.109
H -1.161 -0.477 2.858 0.098
H -3.685 1.030 2.648 0.109
H -3.208 -0.035 3.977 0.115
O 1.993 0.269 0.450 -0.072
C 1.147 1.093 0.027 -0.598
N 1.021 2.442 0.155 0.155
C -0.104 2.977 -0.710 -0.198
C -0.728 1.605 -1.098 -0.452
O -1.849 1.461 -1.649 -0.070
N 0.066 0.627 -0.667 0.087
C -1.202 3.803 0.065 -0.119
C -0.874 5.039 0.641 -0.040
C -1.803 5.802 1.353 -0.076
C -3.105 5.312 1.499 -0.095
C -3.491 4.117 0.907 -0.076
C -2.531 3.372 0.226 -0.034
C 0.494 3.724 -1.922 -0.125
C -0.402 4.394 -2.774 -0.017
C 0.039 4.963 -3.963 -0.065
C 1.390 4.840 -4.327 -0.082
C 2.301 4.209 -3.473 -0.093
C 1.860 3.683 -2.276 -0.042
H 1.724 3.017 0.634 0.163
H 0.110 5.449 0.489 0.108
H -1.515 6.735 1.836 0.103
H -3.852 5.892 2.044 0.102
H -4.531 3.794 0.921 0.107
H -2.870 2.455 -0.249 0.093
H -1.461 4.382 -2.530 0.123
H -0.654 5.443 -4.613 0.094
H 1.717 5.235 -5.276 0.095
H 3.335 4.106 -3.786 0.102
H 2.598 3.203 -1.618 0.110
O 1.581 -2.212 -1.953 -0.714
S 2.099 -1.448 -3.133 0.901
C 3.360 -0.133 -2.618 -0.274
C 4.794 -0.675 -2.680 -0.225
C 4.734 -2.187 -2.937 -0.243
C 3.474 -2.516 -3.704 -0.323
H 3.055 0.175 -1.596 0.070
H 3.179 0.694 -3.331 0.084
H 5.332 -0.473 -1.726 0.121
H 5.310 -0.141 -3.499 0.111
H 4.762 -2.730 -1.962 0.126
H 5.616 -2.490 -3.540 0.117
H 3.107 -3.538 -3.591 0.094
H 3.579 -2.285 -4.796 0.104
```

Values from the calculation:
- largest force on an atom (eV/A) = 2.58
- HOMO (eV) = -7.5
- multiplicity = 1
- ΔE to the lowest compared entry with this formula, charge and spin (eV) = 0.000
- Kohn-Sham gap (Eh) = 0.2570
- E_tot (eV) = -112680.5537

=====

| no. | molecular weight (g mol⁻¹) |
| --- | --- |
| 1 | 349.53 |
| 2 | 943.67 |
| 3 | 443.38 |
| 4 | 75.13 |
| 5 | 397.45 |
| 6 | 850.10 |